(1)
Below is a molecular structure, C41H54ClIN6O2P2Pt, with properties calculated with the ωB97M-V functional and the def2-TZVPD basis.

```
108
Properties=species:S:1:pos:R:3:lowdin_charge:R:1
Pt -0.90 0.25 -0.48 0.961
Cl -3.02 -1.61 0.48 0.745
C -4.34 -0.68 -0.20 -0.632
C -5.50 -1.35 -0.55 -0.084
C -6.55 -0.63 -1.09 -0.042
C -6.44 0.73 -1.29 -0.048
C -5.28 1.40 -0.93 -0.058
C -4.20 0.70 -0.38 -0.363
P -2.66 1.56 0.06 0.940
C -2.81 3.26 -0.55 -0.359
C -2.16 3.70 -1.70 -0.097
C -2.39 4.98 -2.18 -0.054
C -3.25 5.84 -1.51 -0.046
C -3.87 5.41 -0.34 -0.044
C -3.66 4.13 0.14 -0.088
C -2.73 1.77 1.86 -0.360
C -3.58 1.02 2.66 -0.070
C -3.56 1.19 4.04 -0.055
C -2.70 2.11 4.62 -0.059
C -1.86 2.88 3.82 -0.063
C -1.86 2.70 2.45 -0.101
H -5.57 -2.41 -0.38 0.115
H -7.46 -1.15 -1.37 0.121
H -7.27 1.29 -1.72 0.118
H -5.21 2.46 -1.09 0.104
H -1.44 3.07 -2.20 0.086
H -1.89 5.32 -3.08 0.115
H -3.42 6.84 -1.88 0.119
H -4.52 6.08 0.20 0.119
H -4.15 3.81 1.05 0.120
H -4.28 0.32 2.22 0.096
H -4.23 0.61 4.66 0.118
H -2.70 2.25 5.70 0.116
H -1.21 3.62 4.27 0.111
H -1.22 3.31 1.82 0.113
C -0.36 -1.01 3.81 -0.002
N 0.57 0.05 3.44 -0.060
C 1.44 0.50 4.53 -0.135
C 1.98 1.88 4.26 -0.128
C 2.52 1.89 2.85 -0.124
N 1.44 1.56 1.91 -0.046
C 1.47 2.31 0.66 -0.035
C 0.53 0.62 2.22 -0.444
O -0.37 0.18 1.44 -0.238
H -1.08 -0.64 4.54 0.093
H 0.20 -1.84 4.25 0.101
H -0.89 -1.37 2.94 0.074
H 2.26 -0.21 4.66 0.129
H 0.85 0.48 5.45 0.133
H 2.76 2.13 4.97 0.132
H 1.18 2.62 4.35 0.114
H 3.33 1.16 2.75 0.114
H 2.91 2.87 2.57 0.134
H 1.34 3.38 0.87 0.103
H 0.69 1.99 -0.02 0.028
H 2.42 2.16 0.16 0.087
I 0.30 -3.21 -4.96 1.005
C -0.71 -1.53 -4.28 -0.695
C -1.40 -0.70 -5.15 -0.089
C -2.05 0.40 -4.62 -0.011
C -2.00 0.63 -3.26 -0.106
N -1.31 -0.16 -2.42 -0.118
C -0.68 -1.23 -2.93 -0.202
H -1.44 -0.91 -6.21 0.117
H -2.61 1.08 -5.25 0.127
H -2.54 1.45 -2.82 0.079
H -0.15 -1.87 -2.25 0.058
O 1.09 -0.47 -0.69 -0.395
P 2.10 -1.58 -0.88 0.561
N 2.84 -1.36 -2.31 -0.169
C 2.71 -0.08 -3.07 -0.174
C 3.65 -0.29 -4.25 -0.156
C 4.77 -1.14 -3.66 -0.155
C 4.00 -2.14 -2.80 -0.189
N 1.36 -3.05 -0.82 -0.194
C 2.05 -4.31 -1.18 -0.174
C 1.13 -5.41 -0.64 -0.145
C -0.23 -4.72 -0.51 -0.152
C 0.15 -3.33 -0.03 -0.208
N 3.31 -1.64 0.23 -0.180
C 4.34 -0.58 0.27 -0.157
C 5.16 -0.88 1.54 -0.137
C 4.45 -2.07 2.22 -0.143
C 3.06 -2.09 1.60 -0.174
H 3.04 0.76 -2.46 0.114
H 1.68 0.10 -3.36 0.096
H 3.99 0.66 -4.67 0.120
H 3.14 -0.84 -5.04 0.106
H 5.42 -0.53 -3.04 0.111
H 5.37 -1.64 -4.42 0.121
H 4.58 -2.54 -1.97 0.112
H 3.65 -2.97 -3.42 0.100
H 3.06 -4.35 -0.75 0.114
H 2.15 -4.37 -2.26 0.083
H 1.47 -5.75 0.34 0.117
H 1.11 -6.27 -1.30 0.118
H -0.89 -5.23 0.19 0.121
H -0.72 -4.66 -1.48 0.113
H 0.36 -3.34 1.05 0.115
H -0.61 -2.58 -0.21 0.035
H 3.88 0.42 0.32 0.097
H 4.94 -0.62 -0.64 0.104
H 5.18 -0.01 2.19 0.095
H 6.19 -1.13 1.29 0.114
H 4.41 -1.96 3.31 0.111
H 4.97 -3.00 1.99 0.116
H 2.38 -1.40 2.14 0.105
H 2.61 -3.08 1.60 0.112
```

- Kohn-Sham gap: 8.747 eV
- HOMO: -13.602 eV
- Energy: -98869.34362 eV
- Molecular weight: 1082.31 g/mol
- Charge: +2

=====

(2)
Below is 9 unconnected molecules or ions with the total composition C41H54F5N10O, with properties calculated with the ωB97M-V functional and the def2-TZVPD basis.

```
111
Properties=species:S:1:pos:R:3:lowdin_charge:R:1
N 1.70 3.99 0.38 0.063
C 2.30 3.81 -1.02 -0.271
O 3.55 4.23 -1.34 -0.045
C 1.39 3.02 -2.17 -0.091
C 2.23 1.76 -2.87 -0.108
C 2.13 0.42 -1.92 -0.209
C 0.64 -0.05 -1.35 -0.069
N 1.08 -1.25 -0.47 0.016
C 2.28 -1.94 -1.16 -0.058
C 2.62 -1.04 -2.48 -0.134
C 4.06 -1.20 -3.25 -0.123
F 4.15 -2.65 -3.66 0.002
F 4.02 -0.44 -4.55 0.030
C 5.39 -0.90 -2.34 -0.133
F 6.06 -2.20 -2.00 0.037
F 6.37 -0.16 -3.20 0.044
F 5.15 -0.10 -1.12 0.041
H 2.52 4.11 1.03 0.117
H 1.17 3.10 0.62 0.094
H 1.18 3.80 -3.03 0.145
H 0.36 2.70 -1.73 0.069
H 1.78 1.58 -3.93 0.138
H 3.37 2.13 -2.89 0.146
H 2.70 0.62 -0.91 0.150
H 0.06 -0.64 -2.21 0.168
H -0.01 0.75 -0.79 0.143
H 1.48 -0.72 0.36 0.163
H 0.33 -1.85 -0.08 0.167
H 3.29 -1.91 -0.52 0.158
H 1.87 -3.03 -1.41 0.175
H 1.82 -1.44 -3.26 0.180
N 8.63 -6.77 -3.31 0.003
C 7.70 -6.00 -3.96 -0.137
C 7.48 -4.88 -3.20 -0.120
C 8.30 -4.97 -2.05 -0.116
C 9.01 -6.15 -2.15 -0.136
H 8.99 -7.66 -3.64 0.151
H 7.28 -6.32 -4.90 0.107
H 6.79 -4.08 -3.44 0.069
H 8.38 -4.25 -1.24 0.072
H 9.75 -6.60 -1.49 0.108
N -1.12 4.87 0.41 -0.003
C -1.86 5.92 0.90 -0.119
C -3.12 5.84 0.35 -0.094
C -3.13 4.71 -0.50 -0.109
C -1.89 4.13 -0.44 -0.161
H -0.15 4.68 0.65 0.077
H -1.43 6.62 1.60 0.113
H -3.93 6.53 0.53 0.101
H -3.97 4.36 -1.10 0.067
H -1.48 3.25 -0.93 0.070
N 2.95 -2.16 2.80 -0.016
C 1.66 -2.19 3.28 -0.169
C 1.57 -3.24 4.17 -0.098
C 2.85 -3.85 4.24 -0.086
C 3.68 -3.16 3.39 -0.119
H 3.30 -1.49 2.12 0.130
H 0.93 -1.48 2.94 0.085
H 0.68 -3.53 4.71 0.101
H 3.13 -4.70 4.84 0.104
H 4.72 -3.29 3.14 0.092
N -2.50 -2.31 0.83 -0.014
C -3.70 -2.61 0.25 -0.132
C -4.39 -1.43 0.07 -0.086
C -3.57 -0.39 0.56 -0.098
C -2.41 -0.96 1.02 -0.175
H -1.78 -2.98 1.09 0.140
H -3.96 -3.63 0.01 0.108
H -5.38 -1.34 -0.36 0.104
H -3.81 0.67 0.57 0.098
H -1.53 -0.51 1.47 0.090
N 7.55 -3.61 2.93 -0.012
C 8.24 -4.03 1.83 -0.145
C 9.22 -3.10 1.55 -0.114
C 9.12 -2.08 2.53 -0.110
C 8.08 -2.42 3.37 -0.147
H 6.78 -4.10 3.36 0.129
H 7.98 -4.96 1.33 0.104
H 9.93 -3.15 0.74 0.094
H 9.73 -1.20 2.62 0.095
H 7.68 -1.93 4.24 0.106
N -6.68 4.50 -1.84 -0.004
C -7.87 4.92 -1.31 -0.145
C -8.29 6.03 -2.00 -0.126
C -7.31 6.29 -3.00 -0.098
C -6.34 5.33 -2.88 -0.141
H -6.15 3.71 -1.52 0.134
H -8.32 4.39 -0.47 0.110
H -9.19 6.60 -1.82 0.098
H -7.32 7.09 -3.73 0.097
H -5.43 5.16 -3.44 0.107
N -4.48 -5.96 2.06 -0.014
C -5.61 -6.47 1.47 -0.145
C -5.64 -7.83 1.70 -0.108
C -4.49 -8.15 2.46 -0.110
C -3.80 -6.97 2.67 -0.148
H -4.20 -4.99 2.04 0.121
H -6.30 -5.83 0.93 0.105
H -6.41 -8.51 1.36 0.096
H -4.20 -9.12 2.82 0.095
H -2.87 -6.78 3.20 0.101
N -8.97 7.59 0.95 0.003
C -8.75 8.94 0.80 -0.142
C -9.31 9.58 1.88 -0.117
C -9.89 8.58 2.71 -0.118
C -9.66 7.37 2.11 -0.144
H -8.67 6.88 0.30 0.093
H -8.21 9.32 -0.05 0.105
H -9.31 10.65 2.06 0.091
H -10.41 8.74 3.64 0.091
H -9.93 6.36 2.41 0.103
```

- Kohn-Sham gap: 5.142 eV
- HOMO: -9.111 eV
- Energy: -73913.69315 eV
- Molecular weight: 797.94 g/mol
- Charge: +1